Below is a structure of composition C31H50AsN2O4PRuSSi3 in a non-equilibrium geometry, with properties calculated with ωB97M-V with the def2-TZVPD basis set.

E_HOMO (spin up / spin down), eV: -3.8 / -3.8
LUMO energy (spin up / spin down), eV: 2.50 / 2.47
Orbital gap (spin up / spin down), eV: 6.32 / 6.32
Relative energy (zero: lowest compared OMol25 entry of this formula, charge and spin), kcal per mole: 15.2
Net charge: -1
2S+1: 2

Structure (XYZ):
```
94
Properties=species:S:1:pos:R:3:forces:R:3
H 2.717895 -2.909422 -0.965342 -0.1 -0.1 0.1
H 1.643334 0.313146 5.320392 0.0 0.0 0.0
H -0.791933 -1.646269 -8.022961 0.0 0.0 0.0
H 2.031814 -1.329669 5.848946 0.0 0.0 0.0
H 0.639595 -0.972377 -6.086145 0.0 0.0 0.0
C -2.493680 2.019550 0.234962 0.0 0.0 0.2
H -4.290360 -1.430423 -5.539942 0.0 0.0 0.0
C -4.036882 -0.354110 3.474468 0.0 0.1 0.0
H 3.811120 -1.994391 2.310049 0.0 0.0 0.0
H 3.734688 -0.239515 2.510398 0.0 0.0 0.0
H 2.581031 -2.661742 0.777920 0.0 -0.1 -0.1
N -2.250327 -0.905982 0.275605 0.2 0.1 0.3
Si 0.315279 -2.597882 -0.390809 -0.3 -0.3 -0.3
H -2.799450 -0.882290 -0.576907 -0.3 -0.1 0.0
C -3.425594 -0.962775 2.391617 0.0 0.0 0.0
C 1.407284 -0.740417 5.169694 0.0 0.0 0.0
H 3.823823 2.634021 0.002776 0.0 0.0 0.0
H 3.036968 1.428660 4.059006 0.0 0.0 0.0
H 4.048738 -1.083752 -1.459614 0.0 0.0 0.0
H 2.187154 3.104998 -2.286832 0.0 0.1 0.0
Si 1.659208 -1.333643 3.394378 0.0 0.1 -0.1
H -3.704456 2.853457 2.475660 0.0 0.0 0.0
H 0.107582 -4.555753 -1.963393 0.0 0.0 0.0
Ru -0.330351 -0.232212 -0.248335 0.5 0.7 0.2
H 0.361533 -0.888168 5.449380 0.0 0.0 0.0
O 0.828403 -0.256139 -3.421553 0.1 0.0 0.3
C -0.863805 2.574076 -1.394102 0.1 0.1 0.2
H 3.401181 2.124871 2.481129 0.0 0.0 0.0
H -2.187108 -1.883651 0.535518 0.0 -0.1 -0.1
C -3.646360 1.772345 2.439551 0.0 0.0 0.0
C -2.925288 -0.209126 1.341370 0.0 -0.1 0.1
C -0.765177 -3.716135 0.748081 0.0 0.0 0.0
C 1.286599 -3.172497 3.488246 0.0 0.0 0.0
H -4.600936 1.530203 4.342247 0.0 0.0 0.0
H 5.044982 1.909020 -1.077338 0.0 0.0 0.0
H -3.300007 4.930885 -1.330693 0.0 0.0 0.0
P 2.837859 0.978662 -1.416395 0.3 -0.1 -0.2
C -3.214010 3.170756 -0.112012 0.0 0.1 0.1
C 2.118635 -3.158865 -0.078510 0.1 0.2 -0.1
C 2.526405 2.169602 -2.730439 -0.2 0.0 0.0
C -3.031095 1.178882 1.335319 -0.1 0.1 0.0
O -3.523785 0.692328 -2.974895 0.0 0.1 0.0
C -2.616434 -1.581757 -6.901359 0.0 0.0 0.0
H -0.213405 3.731535 1.283177 0.0 0.0 0.0
H -1.140495 4.414337 -2.462197 0.0 0.0 0.0
H 4.451328 1.011194 0.342998 0.0 0.0 0.0
C 3.567697 -0.458323 -2.211823 -0.1 -0.1 0.0
H 2.866699 3.168888 3.799329 0.0 0.0 0.0
H 2.188259 -4.242857 0.068555 0.0 0.0 0.0
C -2.733148 4.047327 -1.063415 0.1 0.0 0.0
C 4.174890 1.706248 -0.450309 0.0 0.0 0.0
H 1.419748 4.247678 1.757925 0.0 0.0 0.0
C 0.811308 3.393845 1.439409 0.0 0.0 0.0
C -0.158158 2.606279 4.190717 0.0 0.0 0.1
As 0.178005 -0.073288 2.119393 -0.1 -0.1 0.2
O 1.695428 0.689113 -0.505846 -0.7 -0.2 -0.1
H 2.771893 -1.020139 -2.705317 0.1 0.1 0.1
S -2.792640 -0.542881 -2.961356 0.1 0.0 0.0
C -1.238214 -1.451180 -7.056020 0.0 0.0 0.0
H 0.276718 -3.351264 3.862059 0.0 0.0 0.0
H -1.203942 2.594548 3.875017 0.0 0.0 0.0
H -0.311033 -4.700805 0.896997 0.0 0.0 0.0
H -3.224005 -1.874834 -7.748081 0.0 0.0 0.0
H 1.744549 1.768630 -3.377654 0.1 0.0 0.0
H 0.047530 2.344326 -1.934493 0.0 0.0 -0.1
C -2.395321 -0.980769 -4.627290 -0.1 0.0 0.0
C -3.220499 -1.339410 -5.673055 0.0 0.0 0.0
H 0.097420 3.618643 4.520921 0.0 0.0 0.0
H 4.103424 -1.273451 3.897649 0.0 0.0 0.0
H 1.993614 -3.621006 4.194500 0.0 0.0 0.0
H 1.390724 -3.681581 2.530843 0.0 0.0 0.0
C -1.529252 3.750082 -1.696585 0.0 0.0 -0.1
C -0.432981 -1.075975 -5.986353 0.1 0.0 -0.1
H -1.058913 -3.298323 -2.396758 0.0 0.0 0.0
H -3.305279 -2.040687 2.367076 0.0 0.0 0.0
O -3.425314 -1.646942 -2.271145 -0.1 -0.1 0.0
H 0.643078 -3.118604 -2.843775 0.0 0.0 -0.1
H 4.304966 -0.133604 -2.947564 0.0 0.0 0.0
C -0.031348 -3.472306 -2.060360 0.0 0.1 0.0
H 3.434300 2.348308 -3.306855 0.0 0.0 0.0
C -0.378028 -0.459535 -3.460268 -0.6 0.0 -0.1
C -1.035925 -0.846534 -4.765401 0.0 0.0 0.2
Si 0.927830 2.058582 2.754353 0.1 -0.1 0.0
N -1.266434 -0.378920 -2.431004 1.2 0.0 -0.7
H 1.177731 3.025526 0.481583 0.0 0.0 0.0
C -4.145065 1.028991 3.497347 0.0 0.0 0.0
H -0.944669 -3.283998 1.736621 0.0 0.0 0.0
C 3.502921 -1.192800 2.986167 0.1 0.0 0.0
C -1.288156 1.685143 -0.397742 -0.5 -0.4 -0.3
C 2.726619 2.185072 3.339407 0.0 0.0 0.0
H -0.065488 1.927925 5.042445 0.0 0.0 0.0
H -4.170081 3.371277 0.359889 0.0 0.0 0.0
H -1.737246 -3.897140 0.269620 0.0 0.0 0.0
H -4.405711 -0.952846 4.297534 0.0 0.0 0.0
```
Positions in Å, forces in eV/Å.

=====

Below is a structure of composition C31H50BN5O4S4SiV, with properties calculated with ωB97M-V with the def2-TZVPD basis set.

E_HOMO, eV: -10.9
LUMO energy, eV: -4.64
Orbital gap, eV: 6.28
Relative energy (zero: lowest compared OMol25 entry of this formula, charge and spin), kcal per mole: 0.0
Net charge: +1
2S+1: 1

Structure (XYZ):
```
97
Properties=species:S:1:pos:R:3:forces:R:3
C 2.254014 -4.852215 -0.967106 -0.1 0.0 0.0
H 2.850021 -1.185856 5.122969 0.0 0.0 0.0
C -2.825595 2.680283 -3.567343 0.0 0.0 0.1
S 0.004005 0.310111 4.471759 0.0 0.0 0.1
H 3.845818 -0.758427 2.514234 0.0 0.0 0.0
H 2.632871 3.114446 -2.386144 0.0 0.0 0.0
H -6.298463 -2.359197 -0.166485 0.0 0.0 0.0
C 2.853006 0.878092 8.378867 0.0 0.0 0.0
B 0.285431 -3.040328 -3.852932 0.0 -0.1 0.1
C 0.545404 0.990167 -4.126683 0.0 0.0 0.0
H 3.786305 0.195583 1.050829 0.0 0.0 0.0
C 3.482665 -1.096893 7.169369 0.0 0.0 0.0
H 3.958306 -0.749402 9.232817 0.0 0.0 0.0
H -4.488134 -1.537877 -1.165231 0.1 -0.1 0.0
H 1.435774 -0.404721 -1.944489 0.0 0.0 0.0
N -3.637748 -1.797896 -0.690533 0.2 0.5 -0.3
C 2.082788 0.429548 -2.227456 0.0 -0.1 -0.1
H 2.840787 0.041951 -2.910268 0.0 0.0 0.0
H -0.111209 0.161092 -3.867962 0.0 0.0 0.0
C 1.273839 1.522550 -2.910318 0.1 0.1 0.1
H 0.493782 -2.049175 -4.498016 0.0 0.1 -0.1
H 2.844839 1.458807 9.291712 0.0 0.0 0.0
C -0.857635 4.957401 -0.661707 0.0 0.0 0.0
H 3.686248 -5.923024 -2.116882 0.0 0.0 0.0
H 2.574254 0.826074 -1.337075 0.0 0.0 0.0
H 2.176678 1.141287 3.937947 0.0 -0.1 0.0
H -2.548206 0.191657 -4.704653 0.0 0.0 0.0
H -1.741345 5.276060 -1.215993 0.0 0.0 0.0
C 2.147430 2.711582 -3.275790 0.0 -0.1 0.0
C 0.437203 -0.686187 3.126247 0.1 0.0 -0.1
C -3.457366 0.325187 -4.120280 -0.1 0.0 0.0
C -0.310312 -2.605540 -2.482357 -0.3 0.2 0.0
H 4.855655 -1.221227 1.142454 0.0 0.0 0.0
H 0.348153 4.247446 1.719371 0.0 0.0 0.0
O 0.783315 -3.474424 0.209575 -0.6 0.2 0.4
H -5.289631 1.863263 -2.664217 0.0 0.0 0.0
C 2.866537 -0.597029 6.033775 0.0 -0.1 0.0
C 3.891986 -0.823684 1.430447 0.0 0.0 0.0
H -2.059692 5.140439 1.818680 0.0 0.0 0.0
H -2.597261 3.454703 1.922664 0.0 0.0 0.0
C 1.991790 -3.681352 -0.248053 0.8 0.0 -0.5
C 2.236225 1.375695 7.240110 0.0 0.0 -0.1
S -0.663175 0.049313 0.272920 -0.1 0.4 0.2
H -3.236131 4.517047 0.653511 0.0 0.0 0.0
H 0.812398 3.098877 0.460839 0.0 0.0 0.0
H 2.917013 2.406582 -3.985389 0.0 0.0 0.0
H -0.254820 2.585363 1.793034 0.0 0.0 0.0
C -3.574043 -2.905273 0.015776 0.3 -0.1 0.0
C -3.228362 1.326377 -2.999898 0.0 -0.1 -0.1
C -2.350232 4.265409 1.236368 0.0 0.0 0.0
H -2.637296 3.396986 -2.766225 0.0 0.0 0.0
H 1.269688 0.622092 -4.851931 0.0 0.0 0.0
H 5.039333 -2.204312 -0.553674 0.0 0.0 0.0
V -0.221551 -2.031509 0.527667 -0.2 -0.7 -0.2
N -4.663383 -3.649469 0.145398 -0.2 -0.2 0.1
H 1.270748 2.227677 4.988723 0.0 0.0 0.0
H -4.742393 0.486721 -1.700739 0.0 0.1 0.0
S -2.174670 -3.503304 0.825371 0.2 0.0 0.2
H -0.042776 1.779848 -4.594702 0.1 0.0 0.0
C -0.002399 3.407009 1.118118 0.0 0.0 0.0
O -1.750732 2.736422 -0.464330 0.0 0.0 0.2
N 1.487152 -0.517204 2.404404 0.1 0.3 0.4
C 4.248862 -2.933008 -0.650047 0.0 0.1 0.1
C 3.488866 -5.034590 -1.532691 0.0 0.0 0.0
H -0.101665 4.608470 -1.366261 0.0 0.0 0.0
H 1.306970 -3.616421 -3.557312 0.1 0.0 0.0
H -3.750858 -0.649111 -3.724861 0.0 0.0 0.0
C 2.999808 -2.714626 -0.033314 -0.2 -0.3 -0.1
H -6.668718 -4.078512 -0.143950 0.0 0.0 0.0
H -4.231270 2.127063 -1.265994 0.0 0.0 0.0
N 1.553557 -1.407732 1.363624 -0.2 -0.1 -0.1
H -5.871446 -3.388950 -1.562325 0.0 0.0 0.0
H -3.632000 3.074905 -4.185895 0.0 0.0 0.0
N -0.742086 -2.286420 -1.449670 0.3 0.2 0.2
Si -1.056515 1.550444 -1.291409 -0.1 -0.3 -0.1
O 0.317811 2.040750 -1.943267 0.0 0.0 -0.2
H -4.570123 -4.502587 0.673310 0.0 0.1 0.0
O -2.146182 0.763486 -2.192281 -0.1 0.1 0.0
H 1.750673 2.344342 7.270658 0.0 0.0 0.0
C -4.447835 1.460127 -2.100736 0.0 0.0 0.0
C -1.217123 3.847181 0.314999 -0.1 0.1 -0.1
H 1.450440 -5.561794 -1.105105 0.0 0.0 0.0
H 1.544256 3.496061 -3.733244 0.0 0.0 0.0
H -2.817449 -1.224982 -0.872334 -0.1 -0.2 0.0
C -5.941276 -3.343951 -0.474200 0.0 0.0 0.0
C 4.482449 -4.059740 -1.393431 0.1 0.0 0.0
S -0.730036 -1.931212 2.769452 -0.3 -0.1 -0.2
C 2.759351 -1.648451 0.905142 0.1 0.1 0.0
H -1.934030 2.593497 -4.187470 0.0 0.0 0.0
C 2.242025 0.644877 6.056841 0.0 0.1 0.1
H -4.253370 0.674113 -4.779370 0.0 0.0 0.0
H -0.460936 5.819364 -0.124114 0.0 0.0 0.0
H 5.442130 -4.197446 -1.871586 0.0 0.0 0.0
H 3.966931 -2.064150 7.138721 0.0 0.0 0.0
C 1.561620 1.189008 4.835266 -0.1 0.1 0.0
C 3.479416 -0.358449 8.345168 0.0 0.0 0.0
H -0.519145 -3.775178 -4.363409 -0.1 -0.1 0.0
```
Positions in Å, forces in eV/Å.

=====

Below is a structure of composition C31H50BaBrN5P2 in a non-equilibrium geometry, with properties calculated with ωB97M-V with the def2-TZVPD basis set.

E_HOMO, eV: -11.9
LUMO energy, eV: -6.90
Orbital gap, eV: 5.04
Relative energy (zero: lowest compared OMol25 entry of this formula, charge and spin), kcal per mole: 0.0
Net charge: +2
2S+1: 1

Structure (XYZ):
```
90
Properties=species:S:1:pos:R:3:forces:R:3
H -1.520115 3.887083 5.667811 0.1 -0.2 0.1
H 0.475310 -5.376806 -2.598104 -0.1 -0.1 0.0
C 3.435099 -1.132292 -2.838042 0.2 0.1 0.0
P 2.756760 -1.481270 -0.166880 -0.3 0.7 0.3
C -0.033661 3.501030 3.503435 0.0 -0.4 0.4
H -1.771612 4.458820 -6.334243 0.1 0.2 0.4
H -4.629632 -4.947307 -0.310429 0.0 0.3 0.0
C -0.605312 -5.253438 -2.452021 0.2 0.1 0.0
C -1.712001 4.914553 -5.338288 -0.1 0.1 0.9
H 4.577497 0.014110 -0.090446 0.0 -0.2 0.2
H -3.114066 -2.235620 -0.091688 -0.1 -0.4 0.2
C -0.309116 0.758972 5.502469 0.0 0.3 -0.4
H -0.918569 -5.944269 -1.658540 0.0 0.2 -0.2
C -0.074945 2.019093 -1.015940 -0.1 -0.4 0.5
H -2.342454 -2.329596 -4.935193 -0.2 0.0 0.1
H -1.433595 6.661904 -1.927970 -0.1 -0.1 -0.1
C 1.894131 1.173338 0.104255 -0.1 -0.1 -0.2
C 1.877463 -2.441949 1.069183 -0.4 -0.5 0.2
Ba -2.408527 2.098405 0.702797 -0.6 -1.2 1.9
H -4.046927 -2.636777 -4.523370 0.3 0.2 0.1
C -1.035789 3.063611 -1.258757 -0.5 2.1 -2.3
C 0.447736 1.166349 3.253104 -0.3 -0.3 0.2
H 1.150799 3.212704 0.296399 0.1 -0.3 0.0
H -2.578701 2.600883 3.812351 0.1 -0.1 0.1
C -0.772835 3.086779 5.750726 0.0 -0.2 -0.3
H -0.994207 7.867975 -4.083891 -0.1 -0.5 0.0
H 3.933941 -2.884819 -1.631036 -0.2 -0.1 -0.1
C -1.279670 6.806946 -4.078537 -0.2 -0.6 0.2
C 5.412681 -1.852772 0.656809 0.2 -0.1 0.2
H -5.385546 -3.342480 -0.512919 0.2 -0.2 0.0
H -0.429743 2.986913 6.792879 -0.3 0.2 -0.4
N -1.371341 1.784931 5.345926 0.1 0.1 -0.5
C 1.405840 2.373909 5.095062 -0.6 -0.1 -0.3
H 1.657240 -4.356424 2.017675 0.2 0.1 -0.3
N -0.635018 2.201521 3.009677 0.2 0.1 0.6
C -0.932220 -3.798726 -2.088656 0.0 0.2 0.1
H -2.406360 -3.835580 0.201530 -0.2 0.2 0.0
H -0.578465 -3.550381 -1.074352 0.2 0.0 -0.2
C 3.095061 -2.194656 -1.771222 -0.2 -0.4 -0.4
H -0.458669 -3.107239 -2.803901 -0.1 -0.2 0.1
C 4.272939 -0.836259 0.539507 0.2 0.3 0.1
H -1.928648 -1.282289 -2.697325 -0.3 0.1 -0.1
H 2.776581 1.350666 0.726907 -0.4 -0.1 -0.2
C 1.662736 -0.085591 -0.479760 -0.1 0.7 -0.4
C -2.020065 4.166946 -4.191239 0.5 0.2 0.0
C -1.786631 1.839528 3.928072 1.0 0.1 0.6
C -3.194023 -3.302047 -0.352514 0.1 0.3 0.1
H 2.215517 -2.792029 -2.070354 0.3 0.1 0.1
C -4.573931 -3.889341 -0.017177 0.2 0.0 0.2
H -2.161056 0.851008 3.617230 0.1 0.2 0.1
C -1.562635 6.142220 -2.872156 0.3 -0.1 -0.3
H -3.478287 -0.971872 -4.783817 0.1 -0.1 -0.1
C -3.204313 -1.948473 -4.370948 0.0 0.3 0.1
C -1.862359 4.771773 -2.928332 -0.6 1.0 -0.7
H -1.197000 0.619772 -2.233854 0.6 0.0 0.3
H 2.631983 -0.398820 -2.973579 0.2 -0.3 0.1
H 0.016737 0.767164 6.553124 -0.2 -0.2 -0.4
H 4.006105 -0.449108 1.539402 0.1 0.0 -0.4
H 1.312920 1.430958 2.628362 -0.2 0.0 0.3
C -0.310060 0.753554 -1.596710 0.1 0.4 -0.2
H 3.230088 -4.162816 1.218301 -0.2 0.0 0.0
H 4.349633 -0.575189 -2.585270 -0.2 -0.2 -0.1
H 1.654233 2.299363 6.164727 0.0 0.1 -0.4
H 5.201687 -2.605978 1.427359 0.1 0.2 -0.2
N 0.391068 3.437048 4.913612 -0.2 -0.2 -0.3
H -1.107542 -5.550451 -3.382501 0.1 0.1 0.3
C 1.006881 2.218341 -0.130489 -0.2 0.0 -0.4
H -4.729144 -3.827081 1.067045 -0.1 0.0 -0.2
Br -1.200850 -0.706860 1.077097 -1.0 0.3 0.2
H 2.302680 2.612892 4.510462 -0.1 0.0 0.1
H -2.243858 3.111192 -4.280135 -0.1 0.1 0.0
C 2.161309 -3.945398 1.131588 -0.1 -0.3 0.0
C 0.566087 -0.291640 -1.335198 0.2 0.3 0.2
P -2.761308 -3.481488 -2.123065 -0.4 -1.2 -0.6
C -1.793977 3.917643 -1.749977 2.7 -1.9 0.1
C -2.878170 -1.810719 -2.871801 0.0 0.0 0.1
H -0.780442 4.301376 3.394200 0.2 -0.1 0.1
H 5.618927 -2.362501 -0.290693 0.0 0.1 0.2
H 3.598305 -1.625744 -3.803574 0.0 0.1 0.3
H 0.367027 -1.277483 -1.759335 0.0 0.3 0.1
H 0.057214 0.192804 2.916829 0.2 0.5 0.3
H -0.701581 -0.227269 5.229748 0.0 0.2 0.1
H 0.798012 -2.244395 0.928176 0.5 -0.1 -0.1
H -3.680909 -1.282208 -2.333649 0.2 0.0 -0.2
H 1.767775 -4.478935 0.254827 0.1 0.2 0.2
H 2.129677 -1.968234 2.031556 0.0 0.0 -0.3
H 6.328120 -1.325240 0.953009 -0.2 -0.2 -0.1
H 0.845278 3.724657 2.874414 -0.3 0.0 0.2
N -1.313953 6.185383 -5.259370 -0.2 0.2 -0.2
N 0.860772 1.073777 4.649644 -0.1 0.3 0.1
```
Positions in Å, forces in eV/Å.